A 2-piece molecular cluster, C3H10NS overall in a non-equilibrium geometry. Source: the Open Molecules 2025 dataset; level of theory: wB97M-V/def2-TZVPD.

```
15
C3H10NS (wB97M-V/def2-TZVPD)
C -3.137 1.648 -1.868
S -3.002 -0.169 -2.066
H -4.011 2.029 -2.419
H -3.253 1.841 -0.813
H -2.247 2.087 -2.338
C 1.251 -1.894 0.699
N 2.196 -0.780 0.587
C 1.701 0.356 1.421
H 1.381 -2.232 1.731
H 0.196 -1.706 0.504
H 1.671 -2.737 0.150
H 2.302 -0.351 -0.325
H 2.418 1.213 1.232
H 1.818 0.057 2.453
H 0.717 0.637 1.053
```

Properties
- ΔE to the lowest compared entry with this formula, charge and spin (kJ/mol) = 151.0
- E (hartree) = -573.2246
- LUMO energy (Ha) = 0.13330
- net charge = -1
- frontier orbital gap (eV) = 5.6